No. 1
DFT (ωB97M-V with the def2-TZVPD basis set) results for one molecule with the formula C3F4IN.

Atoms and positions in Å:
C 0.445 1.298 -0.868
C 0.632 0.087 -0.095
C -0.645 -0.595 0.632
N 0.206 2.187 -1.558
F 1.495 0.352 0.880
F 1.221 -0.888 -0.876
F -0.149 -1.794 1.133
F -1.066 0.156 1.621
I -2.139 -0.803 -0.870

Calculated values
total charge	0
lowest unoccupied orbital energy	-0.3	eV
SMILES string	N#CC(F)(F)C(F)(F)I
relative energy (zero: lowest compared OMol25 entry of this formula, charge and spin)	0.0	kJ/mol
E_HOMO	-0.3965	hartree

No. 2
DFT (ωB97M-V with the def2-TZVPD basis set) results for C19H26N7O4PdS3 as an isolated structure.

Atoms and positions in Å:
Pd 0.050 -0.739 -3.317
C -1.270 -2.719 0.233
C -1.123 -1.911 -1.010
N -0.232 -2.099 -1.911
N 0.718 -3.086 -1.823
C 1.604 -3.195 -2.839
N 2.565 -4.099 -2.702
S 1.471 -2.282 -4.266
C -2.021 -0.754 -1.268
C -2.977 -0.348 -0.355
C -3.756 0.764 -0.652
C -3.560 1.423 -1.849
C -2.585 0.951 -2.718
N -1.842 -0.107 -2.438
H -0.660 -3.618 0.238
H -2.309 -3.032 0.346
H -1.007 -2.107 1.100
H 0.962 -3.428 -0.905
H 2.630 -4.714 -1.908
H 3.273 -4.167 -3.414
H -3.107 -0.875 0.580
H -4.504 1.106 0.050
H -4.144 2.291 -2.116
H -2.386 1.435 -3.666
C -1.268 -2.379 4.523
C -0.877 -1.004 4.055
C 0.255 -0.374 4.578
C 0.614 0.895 4.167
C -0.147 1.547 3.202
C -1.272 0.944 2.669
C -1.632 -0.325 3.106
S 0.327 3.173 2.676
O -0.693 3.619 1.774
O 0.692 3.908 3.847
N 1.700 3.012 1.810
C 1.691 2.372 0.499
C 1.977 0.873 0.512
C 1.642 0.210 -0.822
O 2.338 -0.745 -1.219
O 0.623 0.670 -1.417
H -1.260 -2.438 5.611
H -0.566 -3.131 4.156
H -2.266 -2.648 4.178
H 0.844 -0.879 5.334
H 1.470 1.392 4.606
H -1.861 1.482 1.938
H -2.542 -0.785 2.734
H 2.526 2.927 2.385
H 2.420 2.893 -0.129
H 0.711 2.549 0.062
H 1.333 0.397 1.259
H 3.009 0.650 0.786
N 1.379 3.147 -3.897
C 1.551 1.835 -4.006
N 2.659 1.282 -3.544
S 0.356 0.928 -4.874
H 2.027 3.732 -3.394
H 0.491 3.537 -4.161
H 3.249 1.769 -2.888
H 2.712 0.273 -3.506

Calculated values
total charge	+1
lowest unoccupied orbital energy	-3.6	eV
relative energy (zero: lowest compared OMol25 entry of this formula, charge and spin)	91.5	kJ/mol
E_HOMO	-0.4033	hartree

No. 3
DFT (ωB97M-V with the def2-TZVPD basis set) results for a 2-piece molecular cluster, C5H8Br2 overall.

Atoms and positions in Å:
C -1.075 -1.055 -0.575
C -0.750 -1.259 0.700
C -2.381 -0.472 -1.058
C 1.804 1.395 0.568
C 3.038 0.560 0.587
Br -1.574 -0.283 2.141
Br 4.394 0.793 -0.609
H -0.484 -1.629 -1.225
H 0.067 -1.802 1.176
H -2.770 -1.337 -1.598
H -2.071 0.249 -1.768
H -2.829 0.044 -0.195
H 1.000 0.643 0.560
H 1.757 2.017 1.470
H 1.874 2.135 -0.173

Calculated values
total charge	0
lowest unoccupied orbital energy (alpha / beta)	-0.3 / -0.3	eV
relative energy (zero: lowest compared OMol25 entry of this formula, charge and spin)	423.4	kJ/mol
E_HOMO (alpha / beta)	-0.2995 / -0.2994	hartree

Number 1: largest force on an atom 2.38 eV Å⁻¹. Number 2: largest force on an atom 0.55 eV Å⁻¹. Number 3: largest force on an atom 2.46 eV Å⁻¹.